{
  "formula": "C34H60BHgO38",
  "method": "the ωB97M-V functional and the def2-TZVPD basis",
  "species": ["Hg", "O", "C", "O", "B", "O", "C", "O", "O", "C", "O", "C", "O", "O", "C", "O", "C", "O", "O", "C", "H", "H", "H", "H", "H", "H", "C", "O", "C", "O", "O", "C", "H", "H", "H", "H", "H", "H", "C", "O", "C", "O", "O", "C", "H", "H", "H", "H", "H", "H", "C", "O", "C", "O", "O", "C", "H", "H", "H", "H", "H", "H", "C", "O", "C", "O", "O", "C", "H", "H", "H", "H", "H", "H", "C", "O", "C", "O", "O", "C", "H", "H", "H", "H", "H", "H", "C", "O", "C", "O", "O", "C", "H", "H", "H", "H", "H", "H", "C", "O", "C", "O", "O", "C", "H", "H", "H", "H", "H", "H", "C", "O", "C", "O", "O", "C", "H", "H", "H", "H", "H", "H", "C", "O", "C", "O", "O", "C", "H", "H", "H", "H", "H", "H"],
  "xyz": [[-6.568793, 2.352364, 5.809558], [0.864957, -2.829156, -1.433092], [-0.302453, -2.813596, -1.064812], [-1.103653, -1.743686, -1.091042], [-2.434313, -2.134016, -0.588772], [-2.369893, -3.627496, -0.504732], [-1.175433, -4.032476, -0.695642], [-0.855303, -5.204566, -0.749222], [-3.491253, -1.623296, -1.415792], [-4.324033, -0.865596, -0.706732], [-5.168883, -0.120426, -1.065522], [-3.744453, -0.883896, 0.711778], [-2.579623, -1.464636, 0.747528], [-4.245533, -0.101546, 1.567378], [-12.424203, 7.142754, 3.265248], [-11.429533, 6.210054, 3.781528], [-10.602603, 5.489524, 2.931818], [-9.846203, 4.566684, 3.266128], [-10.677083, 5.870474, 1.644848], [-10.037683, 5.225534, 0.564248], [-13.196313, 7.201914, 4.032358], [-12.883313, 6.648714, 2.408938], [-12.009243, 8.121744, 3.025478], [-10.154383, 4.153264, 0.721448], [-8.975593, 5.458994, 0.638938], [-10.612683, 5.610584, -0.277902], [3.047617, 2.537354, -4.490502], [1.935367, 3.479204, -4.425712], [2.130797, 4.717774, -4.700992], [3.228317, 5.183224, -5.098742], [0.980697, 5.443934, -4.489892], [0.898457, 6.844814, -4.886402], [4.032747, 2.971354, -4.319372], [3.054547, 2.046544, -5.463722], [2.868167, 1.785844, -3.721652], [1.389637, 6.903474, -5.857692], [1.592777, 7.417864, -4.271872], [-0.135123, 7.190774, -4.875072], [7.147547, 0.150454, 0.228298], [8.401467, -0.536026, 0.042408], [9.042357, -0.327386, -1.150892], [8.507537, 0.098284, -2.171392], [10.292987, -0.779926, -1.017282], [11.287997, -0.523846, -1.929002], [6.826467, 0.888264, -0.506982], [7.205357, 0.781914, 1.114868], [6.356337, -0.597446, 0.280498], [12.221587, -0.804836, -1.441592], [11.255617, 0.541724, -2.156172], [11.326717, -1.138196, -2.828542], [-2.571573, 7.465464, 4.460778], [-2.292803, 6.703264, 3.249548], [-3.253653, 5.836274, 2.848428], [-4.245103, 5.571994, 3.515078], [-3.146123, 5.316864, 1.560768], [-2.001683, 5.711554, 0.782688], [-3.648293, 7.578844, 4.587018], [-2.077403, 8.436724, 4.483468], [-2.035693, 7.082204, 5.329138], [-1.096563, 5.902754, 1.359138], [-2.199993, 6.637484, 0.242818], [-1.629453, 4.930084, 0.120228], [6.570807, -4.852946, -6.627012], [5.928747, -5.403716, -7.781162], [6.492217, -5.374716, -8.989492], [7.443437, -4.681436, -9.333082], [5.839887, -6.232506, -9.673262], [6.288167, -6.566366, -11.001472], [6.639777, -3.765286, -6.645542], [7.520957, -5.334416, -6.395692], [5.952777, -5.158306, -5.782682], [5.579597, -7.260666, -11.453102], [7.195997, -7.167526, -11.052002], [6.403347, -5.700046, -11.652882], [1.804867, -2.733196, 5.273568], [2.660047, -2.442716, 6.436418], [3.912837, -2.137046, 6.165148], [4.562237, -2.176126, 5.075298], [4.462617, -1.761016, 7.339238], [5.841387, -1.356946, 7.452578], [2.235477, -3.276686, 4.432548], [1.300647, -1.836516, 4.913268], [0.933987, -3.252486, 5.673608], [6.177527, -1.568086, 8.467738], [6.015957, -0.288516, 7.325788], [6.308707, -1.810136, 6.578328], [9.645357, -9.709986, -0.812342], [9.025617, -8.425606, -0.640142], [7.984967, -8.306856, 0.189318], [7.441137, -9.168636, 0.893938], [7.641507, -7.041986, 0.172648], [6.681617, -6.601346, 1.105118], [8.882377, -10.374776, -1.217332], [9.976657, -10.123306, 0.140288], [10.480607, -9.583246, -1.501102], [6.339027, -5.650836, 0.696148], [7.212407, -6.409236, 2.037568], [5.806647, -7.214926, 1.319688], [0.675857, 2.438034, 5.030128], [0.637327, 2.102594, 6.443558], [-0.554123, 1.925254, 7.071158], [-1.653313, 2.029924, 6.502888], [-0.375383, 1.746084, 8.369748], [0.892307, 1.590724, 9.089128], [0.328407, 1.557164, 4.490248], [1.700867, 2.730444, 4.802248], [0.012137, 3.244614, 4.718678], [1.684257, 2.263764, 8.760568], [1.360217, 0.627054, 8.887868], [0.735247, 1.662494, 10.165358], [-3.265323, 1.586814, -6.818422], [-3.119193, 1.078274, -8.105912], [-4.077453, 1.245324, -8.973172], [-5.216033, 1.706764, -8.758372], [-3.663873, 0.570914, -10.087202], [-4.262903, 1.087054, -11.330252], [-2.329203, 1.563894, -6.260512], [-3.879533, 0.858414, -6.289012], [-3.748783, 2.562854, -6.859792], [-4.197993, 0.397904, -12.172242], [-3.602793, 1.900134, -11.632352], [-5.222943, 1.598884, -11.263422], [-10.118923, -1.523466, 3.104118], [-10.358373, -2.287676, 4.310968], [-9.526213, -2.188576, 5.318538], [-8.642913, -1.301236, 5.425538], [-9.723643, -3.217246, 6.144048], [-9.050303, -3.244246, 7.353988], [-9.105413, -1.142206, 2.979508], [-10.803413, -0.676476, 3.150868], [-10.411013, -1.996996, 2.166808], [-9.329473, -4.163426, 7.869028], [-9.367293, -2.427616, 8.002628], [-7.960823, -3.214856, 7.337518]],
  "forces_ev_per_angstrom": [[0.03, -0.05, -0.23], [-3.02, -0.18, 1.32], [3.42, 1.72, -1.98], [0.23, -1.13, 0.27], [1.42, -0.37, -0.03], [-1.89, 1.92, 0.61], [0.80, -4.06, -0.60], [0.21, 2.18, 0.29], [-0.80, -0.08, -0.02], [0.12, 0.40, -1.66], [-0.04, -0.72, -0.09], [-0.67, 4.24, 4.89], [-1.57, -0.49, -0.35], [1.74, -3.36, -2.57], [-0.06, -1.16, -0.32], [1.62, -1.09, -1.04], [0.85, -1.02, -0.22], [-1.85, 2.11, 0.18], [-1.70, 1.63, 1.88], [0.10, -0.69, 1.03], [0.34, 0.14, 0.13], [0.02, 0.48, -0.20], [0.10, -0.23, 0.01], [0.01, -0.09, -0.45], [-0.04, 0.11, -0.67], [0.71, -0.26, -0.26], [0.01, -0.10, -0.05], [-0.34, -1.92, 0.73], [2.60, 3.77, -1.45], [-3.18, -0.75, 1.01], [0.37, -0.94, 0.04], [2.10, -0.87, -0.40], [-0.36, 0.46, -0.02], [-0.15, 0.19, 0.00], [-0.24, 0.19, -0.07], [-0.58, 0.18, -0.35], [-0.50, 0.16, 0.45], [0.26, -0.38, 0.13], [-0.46, 0.23, 0.06], [0.42, 1.06, -1.10], [-1.31, -0.16, -1.23], [1.35, -0.41, 1.91], [-1.93, -0.70, 1.72], [1.49, 0.63, -1.03], [0.69, -0.44, -0.78], [0.18, -0.65, 0.45], [0.11, 0.06, 0.31], [-0.03, 0.42, 0.28], [0.37, -0.09, -0.39], [-0.88, 0.06, -0.18], [0.28, 0.14, 0.38], [-0.20, -0.19, -0.44], [-1.77, -0.02, 0.01], [1.60, 0.08, -0.98], [1.09, 0.86, 1.93], [1.10, 0.48, 0.03], [0.28, -0.19, 0.20], [-0.21, 0.22, -1.37], [-0.61, -1.14, -0.02], [-0.35, 0.13, 0.62], [-0.25, -0.20, -0.14], [-1.01, -0.24, -0.16], [-0.12, -0.21, 0.41], [-0.04, 0.20, 0.84], [2.44, 2.15, 1.29], [-1.21, -0.95, 0.40], [-0.93, -2.11, -2.60], [0.00, -0.36, -0.74], [0.15, -0.13, -0.24], [0.28, 0.22, -0.62], [-0.34, 0.21, -0.21], [-0.56, 0.42, 0.38], [0.40, 0.45, 0.75], [-0.05, 0.11, 0.34], [-1.03, 0.25, 0.69], [-0.81, -0.41, -1.93], [3.85, 0.58, -2.10], [-2.86, 0.03, 3.47], [-0.71, 0.36, 0.35], [-0.29, 0.01, -1.26], [0.51, 0.08, 0.52], [0.76, 0.51, -0.09], [0.46, -0.57, 0.22], [0.03, -0.69, -0.40], [-0.72, 0.25, -0.11], [0.79, -0.36, 0.64], [-0.83, -0.22, 0.25], [0.15, -0.07, 0.10], [-0.56, -2.06, 1.55], [1.46, 1.37, -1.73], [-0.27, 0.29, -0.67], [-0.21, 1.13, 0.68], [0.25, -0.19, -0.14], [0.06, 0.16, 0.00], [-0.23, 0.12, 0.13], [-0.02, -0.02, 0.15], [-0.19, 0.01, 0.15], [0.38, -0.51, -0.47], [-0.62, -0.52, 0.21], [-0.30, 0.28, 0.00], [-0.44, 1.16, -1.70], [2.42, -0.55, 1.61], [-0.38, -0.31, 0.81], [0.74, -0.36, -1.02], [0.40, 0.00, -0.21], [-0.11, -0.36, 0.14], [-0.12, 0.14, 0.62], [-0.55, 0.60, -0.02], [-0.57, -0.35, -0.10], [-0.54, 0.24, -0.37], [-1.02, -0.33, 1.25], [1.68, 0.07, -0.45], [-3.24, -0.94, -0.33], [3.27, -0.55, -0.74], [-1.53, 1.27, -0.75], [1.15, 1.13, -0.16], [0.26, 0.36, -0.68], [-0.48, 0.34, 0.27], [0.15, -0.04, 0.31], [-0.24, -0.57, 0.72], [0.25, 0.10, -0.04], [-0.24, -0.83, 0.61], [-0.53, 1.38, 0.05], [-0.12, -0.58, -1.19], [2.64, 1.79, -0.02], [-2.07, -2.14, 0.23], [-0.44, 0.54, -1.48], [0.56, 0.04, 2.23], [0.02, -0.29, 0.52], [0.21, 0.25, 0.16], [0.02, -1.04, 0.62], [-0.12, -0.02, -0.29], [-0.08, 0.17, -0.09], [0.00, 0.05, -0.71]],
  "mol_weight_da": 1288.22,
  "relative_energy_kcal_mol": 254.5,
  "charge": 1,
  "homo_lumo_gap_ev": 0.91,
  "homo_energy_ev": -11.5,
  "total_energy_ha": -4368.46026
}